Record 1
59
Properties=species:S:1:pos:R:3:forces:R:3:nbo_charge:R:1 method="wB97M-V/def2-TZVPD" gap_ev=6.4 total_energy_ev=-124798.1846 total_charge=-1 e_lumo_ev=2.566 e_above_lowest_kj_mol=0.0 e_homo_ev=-3.8
C 3.7825 -0.0687 4.0361 0.3 0.0 0.2 -1.124
Si 2.1275 0.6695 3.6278 -0.5 -0.6 -0.4 1.610
C 1.4738 1.7429 5.0102 0.0 0.2 0.2 -1.110
C 2.1633 1.5869 2.0070 0.1 0.1 -0.1 -1.119
C 0.8539 -0.7413 3.4520 -0.1 -0.6 0.1 -0.057
C 0.8568 -1.9738 3.9835 0.3 0.6 0.0 -0.513
O -0.1915 -0.2489 2.6938 -1.0 0.2 0.2 -0.557
C -1.5108 -0.6199 2.9931 1.0 0.2 -0.1 0.399
C -2.3098 0.3715 3.5582 0.1 -0.4 0.3 -0.277
C -3.5701 0.0120 4.0288 0.0 0.0 -0.3 -0.194
C -4.0480 -1.2868 3.8187 0.0 0.0 0.0 -0.245
C -3.2554 -2.2391 3.1686 0.1 0.2 -0.1 -0.200
C -1.9657 -1.9065 2.7422 -0.3 0.0 0.3 -0.284
H 4.5135 0.7476 4.1317 0.0 -0.3 0.0 0.234
H 3.7538 -0.6214 4.9854 0.1 0.1 -0.2 0.233
H 4.1209 -0.7457 3.2392 -0.1 0.2 0.2 0.252
H 2.1608 2.5817 5.1915 -0.2 -0.1 0.0 0.230
H 0.4855 2.1499 4.7525 0.3 -0.1 0.1 0.239
H 1.3755 1.1601 5.9370 0.0 0.2 -0.2 0.237
H 2.7789 2.4932 2.1053 -0.1 -0.2 -0.1 0.229
H 2.5953 0.9629 1.2117 -0.1 0.2 0.2 0.258
H 1.1522 1.8819 1.6952 0.2 -0.1 0.1 0.258
H 0.0332 -2.6789 3.8819 0.3 0.2 0.1 0.206
H 1.7363 -2.2681 4.5521 -0.2 -0.1 -0.1 0.203
H -1.8946 1.3759 3.6734 -0.2 -0.4 0.0 0.224
H -4.1723 0.7608 4.5456 0.0 -0.3 -0.2 0.208
H -5.0543 -1.5510 4.1476 0.3 0.0 0.0 0.208
H -3.6274 -3.2481 2.9853 0.0 0.3 0.1 0.212
H -1.2959 -2.6338 2.2780 -0.4 0.3 0.0 0.236
O 1.3268 2.9262 -2.2760 -0.1 -1.1 0.6 -0.553
C 1.2269 1.7823 -2.1205 0.2 1.0 -1.5 0.556
Co 1.0430 0.0589 -2.0034 0.4 -0.6 0.4 -0.041
C 2.6652 -0.2645 -1.3650 1.1 0.2 0.3 0.472
O 3.7181 -0.3203 -0.8862 -0.8 -0.1 -0.3 -0.565
C -0.1259 -0.1089 -0.7193 -1.7 -0.4 1.7 0.448
O -0.9056 -0.1491 0.1371 0.7 0.1 -1.1 -0.571
C 0.0482 -0.1567 -3.7118 1.3 2.4 -0.5 -0.328
C -1.0555 0.7269 -4.0458 -0.7 0.1 -0.6 -0.066
C -2.1593 0.8471 -3.1758 0.1 0.3 -0.4 -0.194
C -3.0346 1.9224 -3.3109 0.2 -0.2 -0.1 -0.223
C -2.8458 2.8575 -4.3361 0.2 0.0 -0.1 -0.238
C -1.8659 2.6302 -5.3107 -0.1 -0.3 0.1 -0.221
C -1.0083 1.5340 -5.2052 -0.2 0.0 0.6 -0.213
C 1.1648 -0.5930 -4.4892 0.0 4.1 -1.7 -0.093
C 2.1086 -0.0691 -5.2797 -0.3 -0.8 -0.1 -0.579
Co 0.4681 -1.8738 -3.5295 -0.3 -5.2 2.0 -0.129
C -0.7705 -2.5523 -2.4354 -1.5 -1.3 1.0 0.584
O -1.5232 -3.1375 -1.7824 1.0 1.1 -0.8 -0.531
C 1.9268 -2.5761 -2.7630 1.2 -1.4 0.4 0.525
O 2.7980 -3.2481 -2.4050 -1.0 1.2 -0.3 -0.542
C 0.2345 -2.9773 -4.8891 -0.1 -0.8 -1.5 0.617
O 0.1448 -3.6657 -5.8154 0.1 1.0 1.4 -0.525
H -2.3019 0.0919 -2.3976 0.2 0.4 -0.1 0.215
H -3.8575 2.0280 -2.6043 0.2 0.1 -0.2 0.203
H -3.4572 3.7586 -4.3823 0.0 -0.3 0.0 0.198
H -1.7582 3.2980 -6.1654 -0.1 -0.1 0.2 0.200
H -0.2793 1.2934 -5.9845 -0.1 0.3 0.4 0.221
H 2.7766 -0.7411 -5.8139 0.3 0.3 0.1 0.184
H 2.2304 1.0132 -5.3672 -0.1 -0.3 -0.2 0.193

Record 2
58
Properties=species:S:1:pos:R:3:forces:R:3:nbo_charge:R:1 method="wB97M-V/def2-TZVPD" gap_ev="5.7 / 6.6" total_energy_ev=-60254.6654 multiplicity=7 s2=12.014 total_charge=+1 e_lumo_ev="-4.100 / -3.146" e_homo_ev="-9.8 / -9.8"
Eu -0.1645 0.4107 -0.4831 0.1 -0.5 0.7 2.070
O 2.4013 3.9753 -0.3610 0.0 0.0 0.0 -0.603
C 1.8715 2.8876 -0.5042 0.0 -0.2 0.0 0.627
N 0.5613 2.5588 -0.5586 -0.4 0.0 0.0 -0.828
C -0.4634 3.5527 -0.5314 -0.3 0.3 0.0 0.179
C -0.2074 4.9258 -0.5094 0.1 -0.1 0.0 -0.251
C -1.2345 5.8534 -0.4948 -0.1 0.0 0.0 -0.208
C -2.5449 5.4239 -0.5104 0.0 0.1 0.0 -0.207
C -2.8292 4.0692 -0.5399 0.0 -0.1 0.0 -0.229
C -1.8136 3.1099 -0.5461 0.1 0.4 0.0 0.083
N -2.0523 1.7014 -0.5768 0.6 0.1 0.0 -0.802
C -3.3057 1.2027 -0.5051 0.0 -0.3 0.0 0.632
O -4.3764 1.7808 -0.4284 0.1 0.0 0.0 -0.601
C -3.3879 -0.3219 -0.4928 -0.3 -0.2 0.1 0.145
C -4.6657 -0.8634 -0.6057 0.0 0.0 0.0 -0.202
C -4.8460 -2.2270 -0.5061 0.1 0.0 0.0 -0.145
C -3.7318 -3.0206 -0.2634 -0.1 0.0 0.0 -0.197
C -2.5000 -2.4125 -0.1748 0.2 -0.1 0.1 0.015
N -2.2992 -1.0910 -0.3077 -0.2 0.4 -0.1 -0.556
C 2.8232 1.7014 -0.6525 0.3 0.1 0.0 0.145
C 4.1727 1.9730 -0.4474 0.0 -0.1 0.0 -0.207
C 5.1029 0.9687 -0.6215 -0.1 -0.1 0.0 -0.129
C 4.6544 -0.2798 -1.0374 0.1 0.1 0.0 -0.248
C 3.3018 -0.4698 -1.2163 -0.1 -0.2 -0.1 0.040
N 2.3805 0.4825 -1.0071 -0.1 0.5 0.1 -0.549
H 0.8095 5.2696 -0.5111 0.0 0.0 0.0 0.253
H -0.9971 6.9088 -0.4715 0.0 0.0 0.0 0.218
H -3.3582 6.1379 -0.5060 0.0 0.0 0.0 0.218
H -3.8540 3.7521 -0.5599 0.0 0.0 0.0 0.256
H -5.4866 -0.1780 -0.7508 0.0 0.0 0.0 0.270
H -5.8299 -2.6683 -0.5925 0.0 0.0 0.0 0.236
H -3.8160 -4.0916 -0.1454 0.0 0.0 0.0 0.228
H -1.6252 -3.0193 0.0235 0.0 0.0 0.0 0.193
H 4.4407 2.9824 -0.1739 0.0 0.0 0.0 0.270
H 6.1562 1.1533 -0.4580 0.0 0.0 0.0 0.236
H 5.3448 -1.0906 -1.2226 0.0 0.0 0.0 0.237
H 2.9350 -1.4311 -1.5534 0.0 0.0 0.0 0.199
O 0.0162 0.3735 2.0561 -0.1 -0.5 -0.5 -0.750
C -0.2112 -0.9259 2.6501 0.1 -0.3 0.1 -0.074
C 1.0867 -1.6752 2.9092 0.0 0.2 -0.2 -0.420
C 1.9679 -1.7802 1.6562 -0.1 -0.1 0.2 -0.449
C 1.3997 -2.6326 0.5507 0.1 0.1 0.1 0.254
C 1.6174 -4.0067 0.5388 0.0 0.0 -0.1 -0.242
C 1.1909 -4.7595 -0.5413 0.0 0.1 0.0 -0.124
C 0.5490 -4.1196 -1.5928 0.0 0.0 0.0 -0.239
C 0.3233 -2.7638 -1.4866 0.1 0.0 0.0 0.040
N 0.7258 -2.0258 -0.4406 0.0 -0.2 0.0 -0.561
H 0.2694 0.9871 2.7499 0.1 0.4 -0.1 0.520
H -0.8328 -1.4733 1.9395 -0.1 0.1 0.0 0.189
H -0.7770 -0.8128 3.5743 -0.1 0.1 -0.1 0.210
H 0.8371 -2.6692 3.2864 0.0 0.0 0.1 0.228
H 1.6566 -1.1615 3.6864 0.0 0.0 0.0 0.225
H 2.9311 -2.2005 1.9472 0.0 0.0 0.0 0.244
H 2.1560 -0.7771 1.2759 0.1 0.0 0.0 0.227
H 2.1435 -4.4711 1.3624 0.0 0.0 0.0 0.239
H 1.3707 -5.8257 -0.5747 0.0 0.0 0.0 0.242
H 0.2233 -4.6595 -2.4704 0.0 0.0 0.0 0.246
H -0.2100 -2.2376 -2.2733 0.0 0.0 0.0 0.206

Record 3
58
Properties=species:S:1:pos:R:3:forces:R:3:nbo_charge:R:1 method="wB97M-V/def2-TZVPD" smiles="COC(=C1N(C)c2ccccc2N1C)c1ccccc1.O=C1c2ccccc2C(=O)N1SC(F)F" gap_ev=5.5 total_energy_ev=-54216.3476 e_lumo_ev=-0.454 e_above_lowest_kj_mol=113.6 e_homo_ev=-6.0
C -2.2553 2.9645 1.2125 0.5 -0.6 0.5 -0.250
O -1.4470 2.2287 2.1612 -0.6 2.1 0.7 -0.573
C -1.2929 0.8915 2.0097 2.1 -2.1 -3.5 0.019
C 0.0227 0.4463 1.6768 -2.8 1.3 0.0 0.439
N 0.4659 -0.8358 1.5694 0.4 -0.9 -0.2 -0.406
C -0.2821 -2.0311 1.8736 0.2 0.0 0.0 -0.397
C 1.8519 -0.8497 1.3885 -0.3 -0.5 0.6 0.208
C 2.7581 -1.8950 1.4524 0.0 0.1 -0.2 -0.261
C 4.1194 -1.5613 1.4121 0.0 0.3 0.0 -0.225
C 4.5396 -0.2222 1.3396 -0.3 -0.1 -0.1 -0.222
C 3.6084 0.8288 1.3165 -0.3 -0.4 -0.2 -0.248
C 2.2632 0.4678 1.3575 0.4 0.8 0.3 0.122
N 1.1234 1.2523 1.5350 0.6 0.1 0.0 -0.396
C 1.1607 2.6923 1.5541 0.1 0.1 -0.1 -0.390
C -2.5017 0.0997 1.7060 0.4 0.4 0.0 -0.101
C -2.5944 -0.6153 0.4994 -0.4 -0.3 0.4 -0.161
C -3.7392 -1.3635 0.2219 0.3 0.0 0.1 -0.230
C -4.8108 -1.3614 1.1213 0.1 -0.1 0.0 -0.237
C -4.7429 -0.5881 2.2848 0.0 0.0 -0.1 -0.193
C -3.6017 0.1643 2.5694 -0.3 -0.4 -0.1 -0.233
H -2.1895 4.0031 1.5437 -0.1 -0.1 -0.2 0.199
H -1.8376 2.8442 0.2019 -0.2 0.0 0.1 0.173
H -3.2903 2.6028 1.2494 0.2 0.2 -0.1 0.192
H 0.4338 -2.7456 2.2872 -0.3 0.0 0.1 0.211
H -1.0533 -1.8047 2.6172 0.2 -0.1 -0.2 0.227
H -0.7379 -2.4539 0.9691 0.0 0.0 0.3 0.203
H 2.3862 -2.9166 1.5428 0.4 0.2 -0.1 0.218
H 4.8673 -2.3518 1.4374 -0.2 0.2 0.0 0.215
H 5.6030 0.0104 1.3007 -0.3 -0.1 0.0 0.216
H 3.8877 1.8801 1.2533 0.2 -0.4 0.1 0.215
H 2.2028 2.9576 1.3607 -0.3 0.3 0.0 0.203
H 0.5178 3.0926 0.7586 0.2 0.1 0.3 0.207
H 0.8572 3.0833 2.5333 0.1 0.1 -0.5 0.216
H -1.7432 -0.5801 -0.1813 -0.3 -0.1 0.1 0.207
H -3.7681 -1.9651 -0.6894 -0.2 0.2 0.2 0.213
H -5.6877 -1.9834 0.9182 0.3 0.3 0.1 0.215
H -5.5779 -0.5883 2.9897 0.2 0.0 -0.3 0.214
H -3.5485 0.7711 3.4767 -0.1 -0.2 -0.4 0.225
O -1.6146 0.2721 7.8286 1.7 -1.6 -1.4 -0.516
C -0.8252 -0.4217 7.1953 -1.2 1.2 0.7 0.683
C 0.0749 -1.5379 7.6542 0.2 -0.3 0.2 -0.149
C 0.2450 -2.1683 8.8813 -0.1 0.0 0.2 -0.156
C 1.1446 -3.2473 8.9624 0.1 0.1 -0.4 -0.197
C 1.8666 -3.6799 7.8296 -0.4 0.3 0.4 -0.189
C 1.7152 -3.0064 6.6201 0.0 0.0 -0.1 -0.194
C 0.8298 -1.9508 6.5690 0.4 -0.3 0.0 -0.064
C 0.5478 -1.0790 5.4074 0.7 0.0 -1.1 0.658
O 1.1712 -0.9837 4.3511 -1.0 -0.2 1.6 -0.585
N -0.5476 -0.3334 5.7950 -1.2 2.4 -1.4 -0.590
S -1.1877 0.8966 4.5020 0.3 -2.3 3.9 0.461
C 0.0812 2.1217 4.8187 0.5 0.9 0.2 0.400
F -0.4303 3.3615 4.4733 0.6 -1.0 0.3 -0.338
F 0.4438 2.1788 6.1401 -0.2 0.0 -0.9 -0.334
H -0.3213 -1.8221 9.7490 0.2 -0.2 -0.2 0.236
H 1.2944 -3.7767 9.9065 -0.1 0.3 -0.3 0.224
H 2.5388 -4.5345 7.9022 -0.2 0.2 0.0 0.223
H 2.2340 -3.2732 5.7034 0.1 -0.1 0.3 0.236
H 0.9679 1.8815 4.2111 -0.1 0.4 0.3 0.158